Below is 11 unconnected molecules or ions with the total composition C16H36Cl20NO6P2, with properties calculated with ωB97M-V/def2-TZVPD.

Last columns: bonded neighbours and bond lengths (Å).
Element x y z (Å)
1 H 5.240 0.867 -1.410  O55 0.997
2 H -2.247 0.361 -0.989  C70 1.150
3 P 2.532 -1.215 -1.797  O27 1.707, N63 1.811, O71 1.702
4 Cl 7.250 0.474 -2.727  C77 1.770
5 Cl 3.843 -4.241 -1.910  C50 1.771
6 C -2.121 2.587 0.676  H11 1.141, H47 1.146, C67 1.598, H78 1.149
7 H 5.030 -6.065 -2.825  C50 1.089
8 H 2.450 -4.114 1.500  C76 1.089
9 H 2.238 -5.875 1.337  C76 1.089
10 H 4.707 -1.756 -2.014  O71 0.995
11 H -1.211 1.944 0.429  C6 1.141
12 Cl 7.893 -6.003 2.290  C14 1.766
13 H 1.523 -2.200 -0.104  O27 0.995
14 C 7.779 -5.819 0.537  Cl12 1.766, Cl31 1.770, H38 1.089, H58 1.089
15 Cl -11.963 1.000 4.222  C19 1.768
16 H -10.759 2.907 4.910  C19 1.088
17 H -0.316 -0.429 -1.978  C64 1.154
18 H 9.858 -4.840 -4.632  C48 1.089
19 C -11.785 2.565 5.026  Cl15 1.768, H16 1.088, Cl29 1.768, H59 1.089
20 Cl -8.461 1.557 0.478  C24 1.767
21 H -14.521 2.088 5.580  C52 1.088
22 H 7.756 -0.784 -0.795  C77 1.089
23 Cl -5.315 2.474 3.903  C57 1.766
24 C -8.286 3.120 1.283  Cl20 1.767, H53 1.089, H62 1.089, Cl69 1.768
25 Cl 0.177 -4.724 1.309  C76 1.770
26 Cl 5.744 4.322 0.128  C80 1.770
27 O 2.480 -2.153 -0.371  P3 1.707, H13 0.995
28 H 3.160 3.314 0.411  O32 0.986
29 Cl -12.160 2.446 6.750  C19 1.768
30 C 1.315 0.947 -2.841  H39 1.138, H44 1.155, N63 1.529, C64 1.621
31 Cl 6.101 -5.573 0.028  C14 1.770
32 O 2.601 2.527 0.212  H28 0.986, P61 1.724
33 O -2.887 4.172 -1.031  C67 1.260
34 C -1.297 1.431 -2.791  H43 1.151, C64 1.614, C70 1.607, H75 1.141
35 H -3.170 0.221 -2.585  C70 1.152
36 H -6.454 0.513 3.259  C57 1.089
37 H -4.829 0.167 3.903  C57 1.089
38 H 8.164 -6.719 0.061  C14 1.089
39 H 1.313 2.080 -2.948  C30 1.138
40 Cl 7.177 6.788 0.740  C80 1.766
41 H 1.265 0.441 -0.749  N63 1.046
42 H 9.222 -0.275 -1.670  C77 1.089
43 H -1.619 1.639 -3.877  C34 1.151
44 H 1.923 0.419 -3.670  C30 1.155
45 H 8.075 4.682 0.181  C80 1.089
46 Cl -15.632 2.288 3.509  C52 1.768
47 H -2.781 1.979 1.390  C6 1.146
48 C 8.992 -4.276 -4.292  H18 1.089, H51 1.089, Cl72 1.769, Cl73 1.768
49 H 7.303 5.477 -1.215  C80 1.089
50 C 5.107 -4.982 -2.904  Cl5 1.771, H7 1.089, H54 1.091, Cl81 1.768
51 H 8.340 -4.054 -5.136  C48 1.089
52 C -15.495 1.787 5.199  H21 1.088, Cl46 1.768, Cl65 1.767, H68 1.089
53 H -8.967 3.834 0.822  C24 1.089
54 H 6.082 -4.653 -2.541  C50 1.091
55 O 4.670 0.935 -0.594  H1 0.997, P61 1.703
56 O -3.466 2.030 -1.581  C67 1.422, C70 1.453
57 C -5.412 0.830 3.265  Cl23 1.766, H36 1.089, H37 1.089, Cl66 1.769
58 H 8.371 -4.958 0.232  C14 1.089
59 H -12.467 3.278 4.564  C19 1.089
60 H -0.318 -0.319 -3.830  C64 1.143
61 P 3.242 1.681 -1.146  O32 1.724, O55 1.703, N63 1.800
62 H -7.258 3.464 1.170  C24 1.089
63 N 1.956 0.482 -1.534  P3 1.811, C30 1.529, H41 1.046, P61 1.800
64 C -0.164 0.285 -2.871  H17 1.154, C30 1.621, C34 1.614, H60 1.143
65 Cl -16.754 2.533 6.191  C52 1.767
66 Cl -4.777 0.747 1.616  C57 1.769
67 C -2.848 2.958 -0.698  C6 1.598, O33 1.260, O56 1.422
68 H -15.595 0.705 5.256  C52 1.089
69 Cl -8.663 2.997 3.006  C24 1.768
70 C -2.562 0.946 -1.927  H2 1.150, C34 1.607, H35 1.152, O56 1.453
71 O 4.044 -1.273 -2.578  P3 1.702, H10 0.995
72 Cl 8.096 -5.250 -3.118  C48 1.769
73 Cl 9.540 -2.757 -3.575  C48 1.768
74 Cl 1.980 -5.150 3.564  C76 1.766
75 H -0.803 2.381 -2.398  C34 1.141
76 C 1.857 -4.972 1.811  H8 1.089, H9 1.089, Cl25 1.770, Cl74 1.766
77 C 8.237 0.036 -1.325  Cl4 1.770, H22 1.089, H42 1.089, Cl79 1.766
78 H -1.847 3.573 1.198  C6 1.149
79 Cl 8.421 1.403 -0.221  C77 1.766
80 C 7.216 5.263 -0.150  Cl26 1.770, Cl40 1.766, H45 1.089, H49 1.089
81 Cl 4.940 -4.516 -4.601  C50 1.768

As for the multiplicity: 1. The total charge is +1.


Below is C5H6N2 in the gas phase, with properties calculated with ωB97M-V/def2-TZVPD.

Last columns: bonded neighbours and bond lengths (Å).
Element x y z (Å)
1 H 1.028 0.778 -1.846  C9 1.092
2 H -0.318 1.569 -0.990  C9 1.099
3 H -0.692 0.865 1.428  C10 1.098
4 C 1.285 0.831 0.344  C9 1.534, C10 1.483
5 H 1.194 -1.348 0.794  N6 1.015
6 N 0.303 -0.863 0.758  H5 1.015, C10 1.475, C13 1.487
7 H 0.261 -1.394 -1.293  C13 1.092
8 H 0.730 0.382 2.423  C10 1.090
9 C 0.434 0.770 -0.931  H1 1.092, H2 1.099, C4 1.534, C13 1.540
10 C 0.327 0.458 1.413  H3 1.098, C4 1.483, N6 1.475, H8 1.090
11 N -2.777 -0.722 -0.760  C12 1.157
12 C -1.622 -0.701 -0.703  N11 1.157, C13 1.473
13 C -0.152 -0.624 -0.638  N6 1.487, H7 1.092, C9 1.540, C12 1.473

As for the multiplicity: 1. The total charge is 0.


Here are the calculated ΔE to the lowest compared entry with this formula, charge and spin numbers, same order: 101.2; 102.6 (kcal/mol).
Here are the calculated gap between HOMO and LUMO numbers, same order: 8.6; 8.8 (eV).